# 1
The following is a quantum chemistry calculation of an isolated molecule of C9H11N in a non-equilibrium geometry, from the OMol25 dataset.

Geometry as XYZ:
```
21
Properties=species:S:1:pos:R:3:forces:R:3
N -1.015 -0.975 -1.472 -0.5 -0.7 1.6
C 0.574 -1.339 2.515 -1.8 -0.6 1.6
C -0.829 1.077 -2.439 1.0 1.0 -2.3
C 1.517 -0.194 2.396 1.3 0.8 -0.1
C -0.172 0.223 -3.238 -0.7 -0.8 0.5
C -1.407 0.409 -1.315 0.9 -0.6 1.8
C -1.104 1.048 0.064 3.8 -2.6 -1.0
C 0.064 0.868 0.703 -2.7 1.0 -1.4
C 1.166 0.833 1.376 1.2 1.3 -0.3
C -0.355 -1.065 -2.542 0.0 0.2 -0.7
H -1.903 1.554 0.431 -2.0 1.5 1.6
H 0.771 -1.831 3.509 0.0 0.0 -1.1
H 0.636 -2.089 1.662 -0.3 1.1 1.1
H -0.482 -0.909 2.713 1.4 -0.9 -1.0
H -1.031 2.092 -2.644 0.0 1.0 -0.2
H -0.123 -2.041 -2.899 0.6 -0.5 -0.4
H 1.529 0.488 3.258 0.1 -0.8 0.6
H -2.466 0.388 -1.453 -1.0 0.1 0.0
H 0.209 0.275 -4.245 0.3 0.6 0.1
H 2.565 -0.558 2.267 -0.6 0.4 0.0
H 1.855 1.745 1.353 -0.9 -1.4 -0.4
```
Forces are in eV/Å.

Computed properties:
frontier orbital gap	9.818	eV
SMILES	CCC=C=C[C@H]1C=CC=N1
net charge	0
energy relative to the best compared isomer or geometry (same formula, charge and spin)	211.9	kJ/mol

=====

# 2
The following is a quantum chemistry calculation of a structure of composition C2H2Br3N in a non-equilibrium geometry, from the OMol25 dataset.

Geometry as XYZ:
```
8
Properties=species:S:1:pos:R:3:forces:R:3
Br 3.157 0.265 1.301 0.0 0.0 -0.4
Br -0.667 1.935 -0.657 0.2 0.2 0.0
Br 2.147 -0.901 -1.474 0.3 0.2 0.6
N -1.513 -0.635 0.212 1.1 -1.4 0.9
C -1.794 0.503 -0.156 -1.8 0.1 0.6
C 2.073 -0.974 0.422 -0.3 -0.2 -0.2
H -0.536 -0.848 0.376 0.4 -0.2 -0.5
H -2.869 0.655 -0.023 0.2 1.2 -0.9
```
Forces are in eV/Å.

Computed properties:
frontier orbital gap	7.933	eV
net charge	0
energy relative to the best compared isomer or geometry (same formula, charge and spin)	264.8	kJ/mol

=====

# 3
The following is a quantum chemistry calculation of a structure of composition C21H26N3OS6Zn, from the OMol25 dataset.

Geometry as XYZ:
```
58
Properties=species:S:1:pos:R:3:forces:R:3
Zn -0.733 2.225 0.052 -0.7 0.2 0.2
S -3.661 4.566 3.150 0.0 0.0 0.0
S 1.818 3.952 -3.081 0.0 -0.1 0.2
S -1.444 4.237 1.181 0.1 -0.1 0.0
S -2.642 1.016 0.849 0.4 0.1 -0.2
S 0.940 -0.565 -0.638 0.0 -0.2 0.0
S -4.667 1.845 2.866 0.0 0.0 0.0
O -5.744 3.635 4.483 0.2 -0.1 -0.2
N 1.408 2.525 0.657 0.1 0.1 -0.3
N -1.567 -1.424 -0.983 0.1 0.0 -0.1
N -0.784 -1.541 1.149 0.1 -0.1 0.0
C 3.277 3.684 -0.267 -0.1 0.0 -0.1
C 2.064 2.436 1.809 -0.2 -0.1 0.0
C -2.808 3.535 2.000 0.0 0.1 0.1
C 0.358 3.592 -3.896 0.0 0.0 -0.1
C -1.169 -3.454 -3.151 0.1 0.0 -0.1
C -0.527 2.930 -3.097 0.0 -0.1 0.0
C 0.931 -3.463 2.705 0.1 0.0 0.0
C 2.187 -4.323 2.825 -0.1 0.0 0.0
C -0.050 2.681 -1.773 0.1 0.2 0.1
C 3.942 3.593 0.937 0.0 0.0 0.0
C -3.276 2.281 1.876 -0.2 -0.1 0.1
C -4.875 3.400 3.671 -0.1 0.1 0.1
C 1.994 3.137 -0.391 0.0 -0.1 0.1
C -0.521 -1.211 -0.142 0.0 0.1 0.1
C -0.262 -4.374 -3.966 -0.1 0.1 0.0
C 0.036 -1.106 2.276 0.1 0.0 -0.1
C -0.773 -1.987 -3.298 -0.1 -0.1 0.2
C 3.330 2.949 2.006 0.1 0.0 0.0
C 1.260 -1.982 2.541 -0.2 -0.1 -0.1
C 1.213 3.191 -1.628 0.1 0.0 -0.2
C -1.562 -1.041 -2.393 0.1 0.0 0.0
H 0.289 -1.877 -3.077 0.0 0.0 0.0
H -2.211 -3.590 -3.463 0.0 0.0 0.1
H 1.934 -5.381 2.929 0.0 0.0 0.0
H 0.776 -4.267 -3.640 0.0 0.0 0.0
H -2.473 -1.426 -0.541 0.0 0.0 0.0
H 3.819 2.849 2.965 0.0 0.0 0.0
H -0.547 -5.422 -3.852 0.0 0.0 0.0
H -1.767 -1.613 1.367 0.0 0.0 0.0
H 0.227 3.908 -4.922 0.0 -0.1 0.1
H 4.930 4.024 1.048 0.0 0.0 0.0
H -1.108 -3.730 -2.096 0.0 0.0 0.0
H -2.607 -1.038 -2.707 0.0 0.1 0.1
H -1.165 -0.027 -2.490 0.0 0.0 0.0
H -0.305 -4.124 -5.031 0.0 0.0 0.0
H 0.351 -3.788 1.839 0.0 0.0 0.0
H -0.932 -1.664 -4.332 0.1 0.0 0.0
H 1.747 -1.611 3.450 0.0 0.0 -0.1
H -0.620 -1.110 3.147 0.0 0.0 0.0
H 1.958 -1.855 1.712 0.1 0.0 0.0
H 0.301 -3.606 3.590 0.0 0.0 -0.1
H 2.812 -4.210 1.937 0.0 0.0 0.0
H 0.352 -0.076 2.097 0.0 0.0 0.0
H 1.543 1.930 2.615 0.0 0.0 0.0
H -1.502 2.615 -3.452 0.0 0.1 0.0
H 2.782 -4.032 3.695 0.0 0.0 0.0
H 3.728 4.177 -1.118 0.0 0.0 0.0
```
Forces are in eV/Å.

Computed properties:
frontier orbital gap	6.251	eV
net charge	-1
energy relative to the best compared isomer or geometry (same formula, charge and spin)	9.2	kJ/mol

=====

# 4
The following is a quantum chemistry calculation of a cluster of 4 separate species, C23H41ClIN5O8P in total in a non-equilibrium geometry, from the OMol25 dataset.

Geometry as XYZ:
```
80
Properties=species:S:1:pos:R:3:forces:R:3
I -2.468 -0.986 -3.248 0.3 0.2 0.0
Cl 1.639 0.211 -3.450 -0.3 0.0 0.2
P -0.331 -2.054 -3.759 0.1 -1.3 -0.3
O 1.421 0.697 -8.118 -0.1 0.0 0.2
O 1.245 2.124 2.284 0.2 0.3 0.0
O -3.776 0.187 5.555 0.0 0.0 0.0
O -1.946 -2.481 2.847 -3.5 -0.1 -1.0
O -0.133 1.237 -6.596 0.2 -0.3 0.3
O -5.205 0.714 7.206 0.3 0.0 0.0
O 2.657 3.796 2.746 -0.1 -0.1 -0.1
O 0.058 -1.537 -5.241 -0.4 0.4 0.7
N 1.580 -1.567 -0.337 1.2 0.7 0.9
N 0.106 -1.951 2.123 0.9 0.2 -0.3
N 1.073 1.337 -0.548 -0.8 0.4 0.1
N 3.817 -1.268 -1.098 2.0 0.3 -0.1
N 2.121 -2.130 -2.465 0.9 0.9 -1.3
C 2.558 5.171 3.175 0.0 0.3 0.1
C 1.090 -2.936 1.729 -0.2 -0.2 0.0
C 0.499 -1.024 -1.156 -1.5 -0.4 -0.1
C 0.172 0.671 -7.611 -0.2 0.2 -0.3
C 1.431 3.282 2.563 -0.3 -0.1 0.3
C -4.972 0.119 6.198 -0.4 0.2 0.0
C -0.744 -0.121 -8.523 0.4 -0.4 -0.1
C 0.833 2.606 -1.265 0.2 -0.1 0.3
C 1.187 5.631 2.708 -0.1 0.0 0.0
C 2.623 -1.634 -1.250 -2.9 -1.5 -0.2
C 1.652 -0.559 3.644 0.5 0.1 -0.9
C -3.837 -0.550 4.319 -0.1 0.1 0.0
C -4.976 -1.540 4.500 -0.2 -0.1 0.0
C 0.960 -1.261 -2.634 0.0 0.8 -0.1
C 0.663 -0.632 2.449 -0.4 0.2 1.4
C -0.814 -2.433 3.118 2.3 -0.2 0.8
C -5.923 -0.772 5.419 0.4 -0.4 -0.2
C -0.379 -2.892 4.494 0.7 -0.2 -0.6
C 1.452 0.023 -9.392 0.0 -0.2 -0.3
C 1.380 -2.920 0.233 0.4 -0.2 0.4
C 0.247 -0.904 -9.379 -0.1 -0.1 0.0
C -0.015 0.386 -0.862 1.3 0.3 0.0
C 0.375 4.342 2.797 0.3 0.4 -0.3
H 0.504 -1.839 -8.880 0.0 0.0 0.0
H 0.670 -3.919 1.940 0.1 -0.2 0.0
H 0.948 1.606 0.428 0.4 -0.5 -0.1
H 2.662 5.201 4.261 0.0 -0.1 0.0
H 1.308 0.087 4.437 -0.2 0.0 0.3
H 2.041 -2.896 2.274 0.0 0.3 0.1
H 1.912 -3.125 -2.469 0.1 -0.1 0.1
H 3.367 5.744 2.729 0.1 -0.2 0.0
H -0.402 4.289 2.039 -0.1 -0.2 0.1
H -0.186 -0.007 2.709 -0.2 0.1 -0.1
H -6.471 -1.428 6.089 -0.2 0.2 0.1
H 2.392 -0.513 -9.490 0.1 0.1 0.1
H 0.679 -3.133 4.496 0.1 0.1 0.3
H -2.891 -1.041 4.148 0.1 0.1 0.1
H -0.935 -3.783 4.750 -0.3 -0.1 0.1
H -1.337 0.577 -9.115 -0.1 0.0 0.1
H 4.241 -1.035 -0.207 -0.5 0.4 0.0
H -0.055 4.194 3.789 -0.1 -0.1 0.0
H 2.318 -3.465 0.096 0.1 -0.1 0.0
H 4.373 -1.131 -1.938 0.1 -0.5 0.1
H -0.346 -1.690 -0.951 -0.1 0.0 -0.3
H -0.112 -0.578 -5.349 0.3 0.1 -0.3
H 2.580 -0.124 3.283 0.2 0.2 0.1
H -6.614 -0.140 4.860 -0.1 0.0 0.1
H 1.240 5.961 1.670 0.0 0.0 0.0
H 0.640 -3.496 -0.322 -0.4 0.3 -0.2
H -0.487 0.730 -1.774 -0.3 -0.1 -0.1
H 1.214 2.541 -2.274 -0.2 0.0 -0.3
H 1.392 0.775 -10.181 0.0 0.0 0.0
H 0.785 6.451 3.299 0.1 0.0 0.1
H 1.366 3.427 -0.791 0.2 0.0 0.2
H -0.603 -2.114 5.216 0.1 0.2 0.1
H 1.936 -1.526 4.030 -0.1 -0.3 0.3
H -4.611 -2.433 5.011 0.0 0.0 0.0
H 1.124 -0.156 1.604 0.0 -0.3 -0.5
H -5.425 -1.853 3.560 0.0 0.0 0.0
H -1.396 -0.772 -7.946 -0.2 0.2 0.1
H -0.224 2.876 -1.251 -0.1 0.1 -0.3
H -0.119 -1.145 -10.375 0.0 0.1 0.0
H -4.024 0.155 3.505 0.0 0.0 0.0
H -0.772 0.347 -0.085 -0.1 -0.1 0.2
```
Forces are in eV/Å.

Computed properties:
frontier orbital gap	7.826	eV
net charge	+1

=====

# 5
The following is a quantum chemistry calculation of a cluster of 2 separate species, C3H9NO2 in total in a non-equilibrium geometry, from the OMol25 dataset.

Geometry as XYZ:
```
15
Properties=species:S:1:pos:R:3:forces:R:3
O -1.377 -0.641 2.686 0.5 -0.1 0.6
O 0.066 -0.453 -1.167 0.6 0.0 0.2
N 0.535 1.226 -2.798 0.3 -0.5 1.6
C 0.203 -0.157 -2.541 -1.4 -0.1 -0.2
C -0.308 0.225 2.503 -0.2 -0.6 0.2
C 0.821 -0.149 1.928 0.3 0.3 -1.6
H -1.005 -1.475 3.021 -0.3 0.3 -0.4
H 0.939 -0.842 -2.968 0.0 -0.2 0.4
H -0.718 -0.021 -0.801 0.3 0.1 -0.3
H 1.499 1.328 -2.494 -0.1 0.6 -0.5
H 0.952 -1.060 1.350 -0.5 -0.4 0.6
H -0.781 -0.355 -2.983 0.3 0.0 -0.5
H 1.572 0.540 1.567 0.1 0.5 0.8
H -0.514 1.203 2.920 0.1 0.1 -0.2
H 0.385 1.476 -3.749 0.2 0.2 -0.6
```
Forces are in eV/Å.

Computed properties:
frontier orbital gap	10.236	eV
SMILES	C=CO.NCO
net charge	0
energy relative to the best compared isomer or geometry (same formula, charge and spin)	244.4	kJ/mol

=====

# 6
The following is a quantum chemistry calculation of a structure of composition C3H8P2 in a non-equilibrium geometry, from the OMol25 dataset.

Geometry as XYZ:
```
13
Properties=species:S:1:pos:R:3:forces:R:3
P -2.029 -0.507 0.012 -0.2 1.1 -0.6
P -3.651 0.801 -0.123 2.2 -0.7 -0.6
C 0.975 1.222 0.201 -4.4 -0.7 -3.2
C 0.201 -1.122 0.014 -1.7 -0.6 0.1
C 1.027 -0.065 -0.683 1.7 -1.1 0.9
H 2.112 -0.429 -0.616 -1.2 0.2 -0.4
H 0.790 0.025 -1.753 0.0 0.5 0.4
H 0.452 -0.962 1.073 -0.6 -0.7 -0.1
H -2.543 -1.148 1.070 0.2 -1.5 1.3
H 0.160 -2.265 -0.277 0.1 2.6 0.3
H -0.197 1.302 0.409 2.4 0.6 -0.4
H 1.303 2.011 -0.469 0.1 0.6 0.7
H 1.400 1.137 1.142 1.4 -0.1 1.5
```
Forces are in eV/Å.

Computed properties:
frontier orbital gap (alpha / beta)	6.242 / 6.390	eV
net charge	0
energy relative to the best compared isomer or geometry (same formula, charge and spin)	301.5	kJ/mol

=====

# 7
The following is a quantum chemistry calculation of a cluster of 2 separate species, C2H7N2O in total in a non-equilibrium geometry, from the OMol25 dataset.

Geometry as XYZ:
```
12
Properties=species:S:1:pos:R:3:forces:R:3
O -1.094 1.504 0.206 0.3 -0.5 -0.2
N 0.531 -0.883 -1.185 -0.2 -0.2 -0.2
N 0.469 -2.163 0.660 -0.1 -0.1 -1.3
C 0.118 2.197 0.321 0.0 0.3 0.0
C -0.213 -1.247 -0.183 0.5 0.2 0.8
H 0.492 2.216 1.357 0.0 0.1 0.0
H -0.048 -0.259 -1.735 0.1 0.1 -0.3
H 1.442 -2.304 0.376 -0.1 0.1 0.4
H 0.264 -2.129 1.630 -0.1 0.0 0.6
H -0.044 3.232 -0.007 0.1 0.0 0.1
H 0.916 1.774 -0.297 -0.1 -0.1 -0.1
H -0.850 0.530 0.090 -0.6 0.2 0.3
```
Forces are in eV/Å.

Computed properties:
frontier orbital gap	6.540	eV
net charge	-1
energy relative to the best compared isomer or geometry (same formula, charge and spin)	118.3	kJ/mol

=====

# 8
The following is a quantum chemistry calculation of a structure of composition C31H73ClN8O13P2S in a non-equilibrium geometry, from the OMol25 dataset.

Geometry as XYZ:
```
129
Properties=species:S:1:pos:R:3:forces:R:3
Cl -5.151 -0.740 -4.452 0.2 -0.1 -0.2
S -3.019 -6.007 -0.239 0.3 0.3 -0.3
P -1.956 -4.942 -1.460 -1.8 -1.5 1.5
P -2.252 -2.765 -3.212 1.1 0.6 -0.5
O 6.066 -0.241 4.950 0.1 -0.1 0.2
O -2.019 -3.164 -4.570 -0.2 -0.6 -1.5
O -0.868 -2.514 -2.430 -0.4 -0.3 0.7
O -2.897 0.946 1.562 0.1 0.1 0.3
O -3.025 -1.404 -3.044 -0.6 -0.6 0.4
O -4.519 3.716 -1.029 -0.3 0.1 -0.2
O -6.905 -8.780 -0.428 -0.1 0.0 0.0
O 4.430 3.556 2.269 0.0 0.1 -0.1
O -4.084 -7.767 -4.967 0.0 0.0 0.0
O 6.194 8.038 2.681 0.2 0.4 0.2
O 4.634 -2.366 0.060 0.1 0.0 0.1
O -0.020 -1.739 -3.288 0.1 0.1 -0.1
O -2.942 -3.888 -2.300 1.3 0.4 0.5
N 5.566 -1.984 6.265 0.2 -0.1 0.0
N 5.805 3.720 0.508 0.0 0.2 0.0
N -3.587 2.602 2.905 0.0 0.1 -0.1
N 4.716 -0.497 1.298 -0.2 -0.2 0.2
N 6.524 10.204 3.146 0.1 0.0 0.2
N -6.490 -6.681 -1.102 -0.2 0.0 0.0
N -2.887 -7.798 -6.861 0.0 0.2 0.0
N -6.179 5.217 -0.883 -0.1 -0.1 -0.1
C 2.553 -2.269 -2.284 0.1 0.1 0.3
C -4.982 -0.806 -1.729 0.5 0.3 -0.2
C -2.136 -7.233 -7.966 -0.1 -0.4 0.1
C -6.289 3.488 -2.620 0.0 0.0 0.0
C -3.485 -7.143 -5.827 -0.1 -0.1 0.1
C 7.191 8.521 4.802 0.0 -0.1 0.0
C 5.835 -3.149 7.090 -0.4 0.2 -0.1
C 6.947 11.345 3.937 -0.2 0.0 -0.4
C -6.818 -5.355 -1.577 0.4 -0.2 0.1
C -3.902 -0.411 -0.734 -0.2 -0.4 -0.3
C -5.585 4.138 -1.454 0.1 -0.1 0.0
C -2.960 2.145 1.786 0.1 -0.1 -0.1
C 0.523 -0.688 -2.474 0.5 0.1 -0.1
C -3.370 -5.640 -5.797 0.0 -0.2 0.0
C 2.022 -0.843 -2.201 0.2 -0.4 0.1
C 6.455 -1.190 5.611 -0.1 0.1 0.0
C -4.441 -1.497 -3.001 -0.8 0.9 0.8
C 6.598 8.887 3.463 -0.1 -0.1 -0.1
C -8.810 -7.472 -1.042 0.0 0.0 0.0
C 6.588 4.399 -0.508 0.0 -0.4 0.1
C 3.785 -2.527 2.293 0.0 -0.1 0.0
C 4.411 -1.801 1.124 0.1 0.0 -0.1
C 5.030 4.274 1.483 -0.2 0.0 0.1
C 7.920 -1.533 5.737 0.0 0.0 0.0
C -3.766 3.975 3.333 -0.1 -0.4 0.2
C -2.367 3.166 0.853 0.2 0.1 0.2
C 1.952 -3.187 -1.211 0.1 -0.2 -0.7
C 4.959 5.778 1.539 -0.2 -0.5 -0.2
C 4.520 0.330 2.487 0.0 0.2 -0.6
C -7.432 5.852 -1.247 0.3 0.1 0.3
C -7.332 -7.711 -0.829 0.1 -0.1 0.0
H 2.375 -2.658 -3.278 -0.2 -0.2 -0.2
H 0.337 0.219 -3.038 -0.2 0.3 0.0
H -3.302 4.120 4.310 0.0 0.1 0.0
H 7.365 11.030 4.886 0.0 0.0 0.0
H -5.510 0.098 -2.000 -0.3 0.1 -0.2
H -3.324 -1.282 -0.443 0.1 -0.1 0.3
H 4.458 -2.518 3.152 -0.1 0.1 0.1
H -0.024 -0.662 -1.545 -0.3 0.1 0.1
H 1.531 -2.634 -0.378 -0.2 0.1 0.1
H 2.631 -0.219 -2.848 -0.1 0.2 -0.2
H 5.453 -2.981 8.098 0.1 -0.1 0.1
H 4.315 6.071 2.359 0.0 0.0 0.1
H 6.495 5.475 -0.415 0.0 0.0 0.0
H 8.223 8.868 4.872 0.0 0.1 0.1
H -1.121 -7.635 -7.965 0.0 0.1 -0.1
H 6.247 4.096 -1.500 0.1 0.1 -0.1
H 6.093 11.998 4.125 0.1 0.1 0.1
H -3.889 -5.266 -4.922 0.0 -0.1 0.0
H 5.815 2.714 0.524 0.0 0.0 0.0
H 5.942 6.198 1.705 0.0 0.1 -0.1
H -2.327 -5.333 -5.736 0.0 0.1 -0.1
H -7.251 6.894 -1.515 -0.1 0.0 -0.1
H 7.640 4.125 -0.406 0.0 0.1 -0.1
H -9.348 -8.379 -0.784 0.1 0.0 0.0
H -5.697 -1.482 -1.275 -0.2 -0.1 0.1
H -4.792 -2.520 -2.992 0.2 -0.3 -0.3
H -7.896 5.348 -2.087 0.0 0.0 0.0
H -3.212 0.322 -1.130 0.1 0.1 -0.2
H -3.318 4.663 2.624 0.0 0.0 0.0
H -7.272 3.121 -2.319 -0.1 0.1 -0.1
H 5.132 -0.075 0.483 0.0 0.0 0.0
H -6.321 -5.176 -2.534 -0.1 0.1 0.0
H 2.674 -3.877 -0.796 0.3 0.0 0.0
H 3.598 -3.556 2.003 0.0 0.0 -0.1
H 6.118 10.376 2.240 0.0 0.0 0.0
H 6.898 -3.351 7.145 0.0 0.0 0.0
H 8.494 -0.813 5.163 -0.1 0.0 0.0
H -4.831 4.199 3.420 0.0 0.1 0.0
H 8.117 -2.531 5.343 0.0 0.0 0.1
H 4.072 -0.237 3.291 0.1 -0.1 0.0
H 2.202 -0.512 -1.182 0.1 0.3 0.2
H -1.006 -4.214 -0.745 0.1 0.3 -0.6
H 6.605 8.955 5.612 0.1 0.1 0.0
H -3.963 1.868 3.484 0.0 0.0 0.0
H -1.341 -5.771 -2.404 0.2 0.6 -0.3
H -9.165 -6.661 -0.405 0.0 0.1 -0.1
H -3.149 3.820 0.471 0.2 0.0 0.1
H 5.331 -4.021 6.670 0.1 -0.1 0.1
H 7.701 11.912 3.389 0.1 0.1 0.1
H -8.117 5.827 -0.398 -0.1 0.0 -0.1
H -3.001 -8.798 -6.821 0.0 0.0 0.0
H 1.198 -3.784 -1.709 -0.5 -0.2 0.3
H -5.657 5.602 -0.111 0.0 0.0 0.0
H -6.401 4.195 -3.443 -0.1 0.0 0.0
H -3.826 -5.202 -6.686 0.1 0.1 0.0
H -2.087 -6.153 -7.892 0.0 0.0 0.0
H 3.879 1.172 2.235 0.0 0.0 0.1
H 8.238 -1.483 6.779 0.0 -0.1 0.0
H 2.837 -2.063 2.569 0.0 0.0 0.1
H -2.612 -7.503 -8.911 0.1 0.1 -0.1
H 7.179 7.441 4.903 0.0 0.0 -0.1
H -1.908 2.652 0.015 0.0 -0.1 0.0
H -4.357 0.036 0.130 -0.1 0.0 0.4
H -5.693 2.647 -2.962 0.1 0.0 0.0
H 3.628 -2.239 -2.172 0.3 0.1 0.2
H 4.607 -1.700 6.141 0.0 0.0 0.0
H -6.465 -4.610 -0.860 -0.1 0.1 0.0
H 4.543 6.170 0.608 0.1 0.1 0.0
H -5.515 -6.892 -0.947 0.1 0.0 0.0
H -7.889 -5.238 -1.710 0.0 0.0 0.0
H -1.600 3.751 1.367 0.0 0.0 0.0
H 5.481 0.712 2.818 -0.1 0.0 0.2
H -9.014 -7.231 -2.086 0.0 0.1 0.0
```
Forces are in eV/Å.

Computed properties:
frontier orbital gap	9.149	eV
net charge	0